ORCA calculation (the ωB97M-V functional and the def2-TZVPD basis) on a 2-piece molecular cluster, C2H5NO2 overall.

```
10
Properties=species:S:1:pos:R:3:forces:R:3
O 1.1345 0.3485 -1.0108 -0.6930 0.1726 1.5926
O -2.1956 -1.0942 0.3037 -0.0407 1.2332 -2.3925
N 2.0357 0.7661 1.0470 -0.3653 2.4381 -3.4295
C -2.2525 -0.3358 -0.6695 -0.1275 -0.2095 3.1523
C 1.1312 0.1726 0.2050 0.9782 -1.1910 -0.2784
H 0.4981 -0.6006 0.7401 0.2801 0.7680 -0.6355
H -1.6555 -0.3989 -1.5604 0.4580 -0.6944 -0.6566
H -2.8299 0.6079 -0.5824 -0.2070 -0.3109 -0.1167
H 2.3551 0.4447 1.8883 0.2609 -1.1796 2.4249
H 2.5993 1.5296 0.6290 -0.5437 -1.0264 0.3392
```
Forces are in eV/Å.

SMILES ... NC=O.C=O
2S+1 ... 1

And the Mulliken charges, in e, turn out to be: O -0.558; O -0.420; N -0.349; C -0.076; C 0.216; H 0.263; H 0.265; H 0.227; H 0.192; H 0.240

ORCA calculation (the ωB97M-V functional and the def2-TZVPD basis) on a 7-piece molecular cluster, H14O7 overall.

```
21
Properties=species:S:1:pos:R:3:forces:R:3
O 8.6590 11.0950 42.1710 2.2559 0.7939 0.0997
O 11.9660 11.3960 44.0100 3.6370 -1.9349 -1.2564
O 6.0140 11.3040 42.8190 -1.2886 -2.3543 1.1921
O 9.1090 12.2140 44.8340 12.0435 -7.8459 2.3852
O 7.2300 13.2110 41.0290 -0.2724 0.8165 0.3224
O 4.5950 9.8670 40.7360 -2.7458 -6.4870 -4.6717
O 10.1550 9.9570 40.2280 0.2571 -0.1470 3.3017
H 5.3510 11.1700 43.5220 0.1512 -0.7806 -0.4349
H 4.9340 8.8750 40.7640 -1.2594 3.1058 -0.3433
H 8.4560 12.6460 44.6800 -12.1825 9.2500 -3.8795
H 6.1060 12.2110 42.9400 0.8844 3.0324 -0.6752
H 8.7390 11.6650 45.4930 0.1836 -1.5230 1.5707
H 11.0630 11.4270 44.0990 -3.4279 0.3932 0.4748
H 9.0040 11.0790 43.0640 0.4668 0.5038 0.4927
H 7.9950 12.7960 41.4570 -0.3611 -0.4630 -0.6213
H 7.8510 10.6710 42.3080 -2.5105 -1.0971 -0.1532
H 5.0930 10.2320 41.3440 3.9846 3.3988 4.9291
H 6.7550 12.5930 40.4620 0.5259 -0.1966 0.2017
H 10.5770 9.1410 40.5830 -0.2569 0.5537 -0.9183
H 9.9190 10.3750 41.1530 0.0819 -0.6361 -2.8424
H 12.1380 10.5290 43.5390 -0.1668 1.6174 0.8261
```
Forces are in eV/Å.

SMILES ... O.O.O.O.O.O.O
2S+1 ... 1

And the Mulliken charges, in e, turn out to be: O -0.691; O -0.614; O -0.623; O -0.541; O -0.673; O -0.597; O -0.625; H 0.276; H 0.335; H 0.201; H 0.314; H 0.303; H 0.293; H 0.327; H 0.372; H 0.337; H 0.315; H 0.312; H 0.296; H 0.360; H 0.322

The records above give, respectively, HOMO-LUMO gap values of 10.9, 10.4 eV.
The records above give, respectively, relative energy (zero: lowest compared OMol25 entry of this formula, charge and spin) values of 153.9, 363.9 kJ/mol.
The records above give, respectively, largest force on an atom values of 4.224, 15.781 eV/Å.